The following is a DFT calculation (wB97M-V/def2-TZVPD) of an isolated molecule of C3H9N3O.

Each line ends with the Löwdin charge.
Element x y z (Å)
O  0.57601  -1.31881  -2.99299  0.0451
N  -1.10177  1.40385  2.02764  0.0182
N  1.97585  -0.60337  -1.35436  0.1477
N  -0.24993  0.38140  0.06841  -0.0870
C  -0.46619  -0.58510  -0.98811  -0.1471
C  -0.44591  0.22480  1.52521  -0.3100
C  0.73854  -0.93493  -1.86172  -0.5405
H  2.65732  -0.24656  -2.00972  0.1086
H  -0.92924  -0.75701  1.62737  0.1123
H  -0.65003  1.63639  2.90373  0.0676
H  1.90321  -0.28079  -0.40524  0.0726
H  -0.37766  1.32705  -0.22697  0.0996
H  -2.09176  1.25103  2.14780  0.0703
H  -0.95274  -1.52700  -0.73423  0.1246
H  -1.13777  -0.07853  -1.67235  0.1192
H  0.55208  0.10760  1.94553  0.0988

Forces on atoms 1 to 2 (eV/Å):
-0.2 -0.5 -0.5
0.5 -0.5 0.4

The charge is 0. For the HOMO-LUMO gap, the calculation gives 9.4 eV. Its SMILES is NCNCC(N)=O. The energy is -9774.5157 eV. As for the energy above the lowest of the compared OMol25 structures with the same formula, charge and spin: 1.024 eV. The spin multiplicity is 1. The value obtained for the HOMO energy is -0.3134 hartree.